[1]
Molecular formula: C3H3Br2N
Method: DFT, ωB97M-V with the def2-TZVPD basis set

Electronic energy (eV): -144730.21785
HOMO level (spin up / spin down) (eV): -9.1215 / -9.1179
F_max (Eh/bohr): 0.043
Frontier orbital gap (spin up / spin down) (eV): 7.37 / 8.93
LUMO energy (spin up / spin down) (eV): -1.75 / -0.19

Geometry (Å):
C (0.678, -0.080, 1.400)
C (-1.496, 0.113, -0.666)
C (1.167, -0.081, 0.119)
N (0.407, -0.061, 2.512)
Br (1.712, 1.560, -0.697)
Br (1.810, -1.659, -0.725)
H (-1.070, -0.317, -1.598)
H (-1.659, 1.217, -0.410)
H (-1.550, -0.693, 0.066)

Cartesian forces (eV/Å) of the 3 atoms listed first:
C 0.82 -0.06 -0.48
C 0.99 0.06 0.01
C 0.33 0.32 -2.18

[2]
Molecular formula: C3H3Br2N3
Method: DFT, ωB97M-V with the def2-TZVPD basis set

Electronic energy (eV): -147713.48073
HOMO level (eV): -9.4422
SMILES string: Cn1nc(Br)nc1Br
F_max (Eh/bohr): 0.089
Frontier orbital gap (eV): 9.90
LUMO energy (eV): 0.45

Geometry (Å):
C (-0.466, 0.439, 1.769)
C (-0.144, -1.114, 0.322)
C (0.335, 0.450, -1.568)
N (-0.559, -0.896, 1.666)
N (-0.143, 1.074, 0.631)
N (0.068, 0.085, -0.268)
Br (-0.798, 1.401, 3.321)
Br (0.379, -2.777, -0.209)
H (1.386, 0.839, -1.639)
H (0.326, -0.552, -1.895)
H (-0.383, 1.052, -2.128)

Cartesian forces (eV/Å) of the 3 atoms listed first:
C -0.01 -0.15 -2.14
C -1.14 2.03 3.91
C 2.23 -0.44 -1.86

What ΔE to the lowest compared entry with this formula, charge and spin values result from the calculations? In sequence: 87.25 4.56 kcal/mol.